Computed, not measured: a structure of composition C27H25N3O4Sr at a distorted geometry, with the ωB97M-V functional and the def2-TZVPD basis.

The value obtained for the energy relative to the best compared isomer or geometry (same formula, charge and spin) is 8.6 kJ/mol. The value obtained for the LUMO energy is 0.13 eV. For the HOMO energy, the calculation gives -7.251 eV.

Each line ends with the Löwdin charge.
Geometry (Å):
Sr1 0.143 -1.128 -0.303  1.57
O1 0.900 1.073 0.653  -0.13
C1 0.054 2.239 0.521  -0.31
C2 -1.005 1.925 -0.606  -0.61
O2 -1.739 2.841 -0.944  0.08
O3 -1.007 0.733 -1.032  -0.24
C3 0.955 3.388 0.087  -0.14
C4 1.432 3.393 -1.224  -0.01
C5 2.329 4.358 -1.646  -0.07
C6 2.767 5.334 -0.763  -0.09
C7 2.303 5.333 0.542  -0.07
C8 1.402 4.366 0.965  -0.02
C9 -0.690 2.502 1.811  -0.16
C10 -0.647 1.600 2.868  -0.01
C11 -1.346 1.857 4.040  -0.07
C12 -2.091 3.017 4.169  -0.09
C13 -2.142 3.919 3.115  -0.07
C14 -1.450 3.665 1.943  -0.03
H1 1.650 1.333 1.202  0.12
H2 1.085 2.634 -1.915  0.12
H3 2.682 4.354 -2.670  0.10
H4 3.463 6.093 -1.096  0.10
H5 2.637 6.093 1.237  0.10
H6 1.036 4.378 1.984  0.12
H7 -0.089 0.676 2.780  0.10
H8 -1.309 1.138 4.847  0.10
H9 -2.633 3.216 5.084  0.10
H10 -2.730 4.823 3.203  0.10
H11 -1.503 4.354 1.112  0.12
C15 -2.339 -4.686 -2.416  -0.07
C16 -2.499 -5.671 -1.451  -0.06
C17 -1.994 -5.459 -0.183  -0.01
C18 -1.327 -4.263 0.133  -0.22
N1 -1.180 -3.328 -0.823  -0.01
C19 -1.669 -3.538 -2.042  -0.15
C20 -0.777 -3.985 1.479  -0.24
C21 -0.954 -4.931 2.502  -0.06
C22 -0.464 -4.715 3.775  -0.11
C23 0.214 -3.538 4.043  -0.11
C24 0.387 -2.602 3.033  -0.18
C25 -0.089 -2.771 1.726  -0.19
H12 -2.721 -4.807 -3.420  0.10
H13 -3.013 -6.595 -1.681  0.11
H14 -2.123 -6.232 0.555  0.10
H15 -1.519 -2.739 -2.763  0.11
H16 -1.483 -5.860 2.331  0.09
H17 -0.613 -5.458 4.548  0.10
H18 0.604 -3.351 5.038  0.09
H19 0.924 -1.690 3.289  0.06
C26 2.311 -0.174 -5.563  -0.08
N2 2.398 -0.718 -4.226  0.02
C27 1.450 -0.656 -3.259  -0.61
N3 0.304 -0.006 -3.548  0.21
O4 1.663 -1.205 -2.166  -0.15
H20 3.221 -0.431 -6.097  0.09
H21 2.227 0.916 -5.544  0.09
H22 1.462 -0.589 -6.112  0.09
H23 3.198 -1.271 -3.974  0.14
H24 0.226 0.553 -4.381  0.10
H25 -0.284 0.289 -2.767  0.07

Computed, not measured: the ion C8H7Br2O2S with charge -1 at a distorted geometry, with the ωB97M-V functional and the def2-TZVPD basis.

The value obtained for the energy relative to the best compared isomer or geometry (same formula, charge and spin) is 0.0 kJ/mol. Its total charge is -1. The value obtained for the LUMO energy is 3.09 eV. For the HOMO energy, the calculation gives -4.858 eV.

Each line ends with the Löwdin charge.
Geometry (Å):
C1 0.542 0.642 1.109  -0.05
C2 -0.318 -1.245 -0.080  -0.05
C3 0.750 -0.143 2.224  -0.06
C4 -0.109 -2.043 1.027  -0.01
C5 0.019 0.102 -0.061  -0.29
C6 0.432 -1.498 2.187  -0.27
C7 -0.122 0.946 -1.294  -0.07
C8 0.818 -2.403 3.261  -1.08
O1 2.672 -3.534 1.770  -0.54
O2 0.541 -3.715 3.258  -0.32
S1 2.362 -3.289 3.162  0.53
Br1 4.029 -1.696 3.646  -0.02
Br2 0.591 -1.616 5.091  0.60
H1 0.804 1.690 1.143  0.11
H2 -0.738 -1.679 -0.978  0.11
H3 1.175 0.290 3.118  0.08
H4 -0.345 -3.096 1.008  0.12
H5 -0.952 0.608 -1.912  0.07
H6 -0.273 1.992 -1.036  0.07
H7 0.792 0.875 -1.888  0.08

Computed, not measured: a cluster of 7 separate species, C25H51Br2NO16 in total at a distorted geometry, with the ωB97M-V functional and the def2-TZVPD basis.

The value obtained for the LUMO energy is 0.39 eV. For the HOMO energy, the calculation gives -9.322 eV. The structure (SMILES) is CCOC(=O)OC.CCOC(=O)OC.CCOC(=O)OC.CCOC(=O)OC.CCOC(=O)OC.CN(C)C=O.BrCCBr.

Each line ends with the Löwdin charge.
Geometry (Å):
C1 -17.092 -35.614 -11.884  -0.06
C2 -16.847 -34.461 -12.835  -0.24
O1 -17.365 -33.278 -12.320  0.05
C3 -16.803 -32.576 -11.351  -0.50
O2 -15.750 -32.754 -10.740  0.11
O3 -17.580 -31.444 -11.085  -0.03
C4 -17.161 -30.529 -10.156  -0.10
H1 -16.354 -35.565 -11.084  0.08
H2 -16.921 -36.484 -12.518  0.08
H3 -18.105 -35.607 -11.483  0.08
H4 -17.278 -34.598 -13.827  0.13
H5 -15.768 -34.521 -12.984  0.13
H6 -16.198 -30.086 -10.409  0.07
H7 -17.160 -30.979 -9.164  0.11
H8 -17.896 -29.724 -10.186  0.08
C5 -14.538 -28.876 -12.418  -0.06
C6 -14.487 -27.876 -11.313  -0.22
O4 -13.594 -26.778 -11.634  0.02
C7 -12.538 -26.501 -10.828  -0.50
O5 -12.451 -26.844 -9.620  0.02
O6 -11.631 -25.855 -11.613  -0.02
C8 -10.294 -25.736 -11.131  -0.04
H9 -15.063 -28.419 -13.257  0.08
H10 -15.133 -29.760 -12.188  0.06
H11 -13.609 -29.228 -12.865  0.09
H12 -14.268 -28.423 -10.397  0.12
H13 -15.456 -27.382 -11.237  0.11
H14 -9.802 -25.261 -11.980  0.10
H15 -9.909 -26.755 -11.119  0.10
H16 -10.205 -25.145 -10.220  0.08
C9 -7.553 -21.090 -8.158  -0.04
C10 -8.485 -21.299 -9.376  -0.21
O7 -9.745 -21.499 -8.823  0.04
C11 -10.652 -22.159 -9.471  -0.55
O8 -10.534 -22.668 -10.623  0.07
O9 -11.667 -22.306 -8.629  0.01
C12 -12.788 -23.104 -8.928  -0.05
H17 -7.937 -20.286 -7.530  0.08
H18 -6.507 -20.949 -8.429  0.07
H19 -7.579 -21.987 -7.539  0.08
H20 -8.252 -22.066 -10.115  0.12
H21 -8.609 -20.446 -10.043  0.13
H22 -13.230 -22.943 -9.911  0.10
H23 -13.531 -23.010 -8.137  0.09
H24 -12.457 -24.106 -8.654  0.09
C13 -15.644 -24.649 -9.656  -0.04
C14 -15.424 -25.724 -8.545  -0.22
O10 -16.610 -25.990 -7.851  0.01
C15 -17.490 -26.926 -8.310  -0.50
O11 -17.376 -27.639 -9.324  0.08
O12 -18.451 -26.960 -7.366  0.01
C16 -19.547 -27.799 -7.694  -0.04
H25 -16.240 -23.836 -9.242  0.09
H26 -16.092 -25.187 -10.492  0.07
H27 -14.697 -24.312 -10.077  0.05
H28 -14.792 -25.118 -7.896  0.09
H29 -14.847 -26.602 -8.835  0.10
H30 -19.205 -28.582 -8.371  0.08
H31 -20.377 -27.304 -8.199  0.09
H32 -19.983 -28.221 -6.789  0.10
C17 -24.183 -22.649 -11.547  -0.07
C18 -23.252 -22.669 -12.730  -0.22
O13 -22.126 -23.530 -12.510  0.00
C19 -21.207 -23.304 -11.492  -0.50
O14 -21.106 -22.256 -10.869  0.11
O15 -20.474 -24.413 -11.233  0.00
C20 -19.475 -24.451 -10.268  -0.07
H33 -25.171 -22.264 -11.801  0.08
H34 -23.682 -22.129 -10.731  0.07
H35 -24.342 -23.646 -11.136  0.07
H36 -22.925 -21.683 -13.058  0.12
H37 -23.730 -23.087 -13.615  0.12
H38 -18.675 -23.726 -10.416  0.09
H39 -18.934 -25.396 -10.219  0.08
H40 -19.863 -24.234 -9.272  0.10
C21 -22.817 -29.252 -13.119  -0.33
O16 -22.818 -28.821 -14.277  0.00
N1 -23.104 -28.619 -11.969  -0.22
C22 -22.597 -29.017 -10.723  -0.10
C23 -23.948 -27.445 -11.811  -0.03
H41 -22.411 -30.251 -12.898  0.13
H42 -21.940 -28.238 -10.336  0.08
H43 -21.913 -29.865 -10.760  0.09
H44 -23.398 -29.258 -10.024  0.10
H45 -24.326 -27.098 -12.772  0.09
H46 -24.846 -27.892 -11.385  0.09
H47 -23.470 -26.717 -11.154  0.09
Br1 -16.249 -26.711 -3.162  0.53
C24 -15.182 -26.931 -4.886  -0.61
C25 -13.662 -27.154 -4.560  -0.63
Br2 -12.521 -27.045 -6.209  0.61
H48 -15.318 -26.036 -5.493  0.03
H49 -15.670 -27.732 -5.442  0.05
H50 -13.572 -28.128 -4.079  0.05
H51 -13.277 -26.389 -3.886  0.04

Number 1: total energy -1539.9514 Eh, HOMO-LUMO gap 0.27127 Ha. Number 2: total energy -6005.8005 Eh, HOMO-LUMO gap 0.29203 Ha. Number 3: total energy -7389.7362 Eh, HOMO-LUMO gap 0.35706 Ha.